# C27H64NO14P

A cluster of 6 separate species, C27H64NO14P in total in a non-equilibrium geometry (ωB97M-V with the def2-TZVPD basis set, the Open Molecules 2025 dataset).

```
107
Properties=species:S:1:pos:R:3
C 6.33 0.57 0.55
P 5.58 -0.46 -0.90
O 6.66 -0.08 -2.26
C 5.78 -2.34 -0.62
C 6.96 -2.88 -1.67
N 6.27 -2.68 0.80
O 4.58 -3.14 -0.95
C 3.36 -2.59 -0.33
O 3.08 -2.57 0.98
C 2.19 -1.97 -1.33
C 0.96 -1.27 -0.25
C -0.05 -0.07 -0.99
O 1.14 0.24 0.10
H 5.86 1.65 0.65
H 6.28 0.04 1.59
H 7.48 0.75 0.28
H 6.25 -0.44 -3.11
H 8.01 -2.40 -1.46
H 6.96 -4.07 -1.57
H 6.54 -2.66 -2.76
H 6.03 -3.69 0.99
H 5.69 -2.07 1.44
H 1.63 -2.80 -1.94
H 2.55 -1.05 -1.97
H 0.42 -2.04 0.59
H -0.78 0.55 -0.30
H 0.55 0.39 -1.89
C -3.07 1.65 -6.88
O -3.78 0.76 -6.03
C -2.92 -0.22 -5.44
C -2.58 0.13 -3.99
O -1.78 1.32 -3.92
C -2.54 2.47 -3.56
H -3.72 2.51 -7.09
H -2.16 2.02 -6.41
H -2.83 1.15 -7.82
H -2.01 -0.36 -6.03
H -3.47 -1.17 -5.45
H -1.99 -0.68 -3.56
H -3.49 0.24 -3.38
H -2.77 2.44 -2.49
H -3.47 2.54 -4.14
H -1.94 3.35 -3.77
C 5.94 7.13 3.82
O 5.37 7.07 2.52
C 6.22 6.40 1.58
C 5.77 4.96 1.34
O 5.93 4.16 2.51
C 4.70 3.97 3.21
H 5.16 7.42 4.53
H 6.36 6.17 4.13
H 6.73 7.89 3.84
H 7.27 6.44 1.91
H 6.15 6.96 0.64
H 6.40 4.52 0.56
H 4.73 4.93 0.98
H 4.09 3.24 2.67
H 4.15 4.90 3.33
H 4.93 3.57 4.20
C 2.70 -5.42 2.09
O 1.94 -6.55 2.48
C 2.37 -7.10 3.73
C 1.45 -6.68 4.88
O 1.53 -5.27 5.12
C 0.43 -4.56 4.55
H 2.17 -4.91 1.28
H 2.83 -4.71 2.92
H 3.68 -5.74 1.73
H 3.41 -6.82 3.94
H 2.34 -8.19 3.63
H 1.78 -7.18 5.79
H 0.41 -6.98 4.68
H -0.46 -4.71 5.17
H 0.23 -4.87 3.52
H 0.68 -3.49 4.55
C -3.83 -1.99 -0.73
O -4.84 -1.05 -1.06
C -5.91 -1.63 -1.81
C -7.13 -1.91 -0.92
O -6.85 -2.92 0.05
C -6.58 -2.37 1.33
H -3.19 -1.55 0.04
H -4.26 -2.92 -0.33
H -3.23 -2.22 -1.61
H -5.58 -2.55 -2.31
H -6.19 -0.91 -2.59
H -7.94 -2.29 -1.55
H -7.48 -0.99 -0.44
H -7.51 -2.05 1.80
H -5.88 -1.54 1.29
H -6.13 -3.16 1.95
C -5.88 5.32 -0.32
O -5.06 4.21 -0.68
C -4.66 3.45 0.46
C -5.50 2.18 0.60
O -6.86 2.49 0.92
C -7.71 2.40 -0.22
H -6.35 5.71 -1.23
H -6.67 5.04 0.38
H -5.26 6.11 0.12
H -4.70 4.05 1.37
H -3.61 3.16 0.30
H -5.11 1.59 1.44
H -5.44 1.56 -0.30
H -7.90 1.35 -0.46
H -7.28 2.90 -1.09
H -8.66 2.88 0.02
```

Properties
SMILES string   CP(O)[C@@](C)(N)OC(=O)C[C@@H]1CO1.COCCOC.COCCOC.COCCOC.COCCOC.COCCOC
Multiplicity   1
Charge   0
Frontier orbital gap   8.78 eV
HOMO energy   -8.552 eV

***

# C27H64O15S

A cluster of 5 separate species, C27H64O15S in total in a non-equilibrium geometry (ωB97M-V with the def2-TZVPD basis set, the Open Molecules 2025 dataset).

```
107
Properties=species:S:1:pos:R:3
C 1.61 3.26 -1.25
C 2.63 4.15 -1.96
C 3.69 3.37 -2.71
O 3.45 3.46 -4.12
S 4.46 2.65 -5.13
O 3.84 1.36 -5.28
O 5.78 2.40 -4.23
H 0.74 3.04 -1.86
H 2.11 2.35 -0.97
H 1.27 3.77 -0.35
H 2.17 4.88 -2.62
H 3.15 4.73 -1.20
H 3.70 2.33 -2.38
H 4.66 3.79 -2.48
H 5.58 1.89 -3.42
C -3.32 -1.24 0.48
O -2.39 -1.41 -0.57
C -2.48 -2.69 -1.15
C -1.65 -2.75 -2.42
O -2.32 -2.23 -3.56
C -2.37 -0.81 -3.64
C -1.06 -0.19 -4.08
O -0.18 -0.05 -2.97
C 1.12 0.32 -3.38
H -3.16 -1.99 1.26
H -3.17 -0.25 0.91
H -4.35 -1.31 0.11
H -3.52 -2.93 -1.38
H -2.09 -3.43 -0.44
H -1.47 -3.80 -2.65
H -0.68 -2.27 -2.27
H -2.71 -0.37 -2.70
H -3.11 -0.59 -4.41
H -1.25 0.81 -4.50
H -0.59 -0.82 -4.84
H 1.57 -0.45 -4.00
H 1.72 0.44 -2.48
H 1.10 1.27 -3.93
C -1.96 -1.53 7.52
O -1.08 -1.32 6.43
C 0.09 -0.62 6.83
C 1.11 -0.62 5.71
O 1.88 -1.81 5.66
C 1.25 -2.94 5.08
C 1.20 -2.90 3.57
O 0.11 -2.11 3.14
C 0.16 -1.87 1.75
H -2.25 -0.58 7.98
H -2.85 -2.03 7.14
H -1.49 -2.17 8.28
H 0.52 -1.09 7.72
H -0.19 0.41 7.07
H 1.82 0.17 5.92
H 0.64 -0.41 4.75
H 0.25 -3.09 5.50
H 1.86 -3.80 5.38
H 1.08 -3.92 3.18
H 2.14 -2.48 3.19
H 1.05 -1.28 1.49
H -0.73 -1.29 1.48
H 0.15 -2.81 1.18
C 0.69 3.18 4.72
O -0.23 4.01 5.40
C -0.87 3.32 6.46
C -1.65 4.28 7.32
O -0.85 4.94 8.30
C -0.06 6.02 7.82
C -0.84 7.29 7.60
O -1.47 7.27 6.34
C -2.37 8.35 6.19
H 0.19 2.29 4.31
H 1.11 3.75 3.90
H 1.50 2.87 5.39
H -0.13 2.80 7.07
H -1.56 2.58 6.02
H -2.38 3.70 7.89
H -2.20 5.00 6.71
H 0.50 5.74 6.93
H 0.67 6.20 8.62
H -0.15 8.15 7.63
H -1.58 7.41 8.40
H -3.19 8.28 6.92
H -2.80 8.29 5.19
H -1.86 9.31 6.30
C 2.15 -6.06 -9.74
O 1.14 -5.71 -8.82
C 1.34 -6.32 -7.56
C 0.38 -5.73 -6.54
O 0.83 -4.51 -5.98
C 0.66 -3.35 -6.79
C -0.76 -2.83 -6.80
O -1.54 -3.54 -7.74
C -2.91 -3.22 -7.61
H 2.20 -7.15 -9.87
H 1.92 -5.60 -10.69
H 3.13 -5.70 -9.40
H 2.37 -6.16 -7.22
H 1.15 -7.40 -7.65
H 0.33 -6.43 -5.70
H -0.62 -5.63 -6.95
H 1.02 -3.52 -7.80
H 1.30 -2.59 -6.33
H -0.75 -1.77 -7.09
H -1.19 -2.93 -5.79
H -3.29 -3.52 -6.63
H -3.45 -3.77 -8.38
H -3.08 -2.15 -7.76
```

Properties
Multiplicity   1
Charge   0
Frontier orbital gap   9.64 eV
Relative energy (zero: lowest compared OMol25 entry of this formula, charge and spin)   0.0000 eV
HOMO energy   -9.183 eV

***

# C27H65N3NbO12S

A structure of composition C27H65N3NbO12S in a non-equilibrium geometry (ωB97M-V with the def2-TZVPD basis set, the Open Molecules 2025 dataset).

```
109
Properties=species:S:1:pos:R:3
C 5.26 -1.36 0.97
C 3.73 -1.09 1.00
O 3.15 -1.91 -0.01
C 3.60 0.41 0.66
O 2.28 0.89 0.80
Nb 1.43 1.52 -0.92
S 0.29 2.38 -2.98
C 3.15 2.93 -1.43
N 3.76 3.58 -0.22
C -0.50 0.35 -0.45
C -1.78 1.14 -0.74
C -2.97 0.71 0.10
O -2.94 -0.21 0.90
N -4.20 1.53 -0.08
C -5.34 0.65 -0.02
C -5.43 -0.42 -0.89
C -6.51 -1.25 -0.80
C -7.50 -1.07 0.14
C -7.42 0.01 0.99
C -6.34 0.85 0.90
O 2.24 -0.06 -2.08
N 2.56 0.49 -3.29
O 3.51 -0.06 -3.78
H 5.49 -2.43 1.02
H 5.70 -0.80 1.80
H 5.62 -1.01 -0.01
H 3.34 -1.34 1.99
H 3.70 -1.79 -0.79
H 4.22 0.93 1.41
H 4.02 0.53 -0.35
H 0.70 2.90 -0.04
H -0.51 1.38 -3.40
H 3.93 2.29 -1.87
H 2.90 3.67 -2.20
H 3.23 3.33 0.60
H 4.70 3.22 -0.09
H -0.43 -0.57 -1.05
H -0.42 0.06 0.61
H -2.09 1.02 -1.79
H -1.60 2.19 -0.50
H -4.25 2.07 0.78
H -4.63 -0.58 -1.61
H -6.56 -2.10 -1.48
H -8.33 -1.77 0.19
H -8.19 0.21 1.73
H -6.30 1.69 1.60
C 9.29 -1.00 -2.18
C 8.09 -1.34 -1.31
O 7.32 -0.17 -1.05
H 9.92 -0.26 -1.69
H 9.89 -1.90 -2.38
H 8.97 -0.58 -3.14
H 8.42 -1.74 -0.35
H 7.46 -2.08 -1.80
H 7.02 0.18 -1.89
C -0.87 -4.08 -0.51
C -1.61 -3.73 -1.78
O -3.02 -3.85 -1.58
H -1.11 -5.10 -0.19
H 0.21 -4.00 -0.65
H -1.16 -3.42 0.31
H -1.33 -4.41 -2.58
H -1.38 -2.71 -2.09
H -3.26 -3.25 -0.87
C 0.35 4.97 4.05
C 0.06 4.75 2.58
O 1.01 3.87 1.99
H 1.35 5.39 4.18
H -0.38 5.66 4.50
H 0.33 4.03 4.60
H 0.10 5.69 2.03
H -0.95 4.32 2.45
H 0.97 3.03 2.46
C -4.84 5.18 -1.66
C -6.34 4.95 -1.71
O -6.64 3.61 -2.10
H -4.39 4.98 -2.63
H -4.61 6.21 -1.37
H -4.37 4.50 -0.95
H -6.81 5.61 -2.44
H -6.79 5.14 -0.73
H -6.23 3.02 -1.45
C -3.99 -1.54 4.41
C -3.65 -2.88 3.77
O -4.51 -3.13 2.66
H -5.02 -1.53 4.75
H -3.34 -1.34 5.26
H -3.88 -0.73 3.69
H -3.78 -3.69 4.48
H -2.61 -2.89 3.42
H -4.38 -2.41 2.03
C -2.71 -2.02 -5.56
C -2.36 -0.55 -5.39
O -1.90 -0.29 -4.06
H -3.48 -2.31 -4.85
H -3.07 -2.22 -6.57
H -1.84 -2.65 -5.37
H -3.23 0.07 -5.56
H -1.58 -0.26 -6.10
H -1.12 -0.84 -3.91
C 5.63 -4.49 4.03
C 6.49 -3.43 4.71
O 6.04 -2.12 4.36
H 5.67 -4.37 2.95
H 5.98 -5.49 4.29
H 4.59 -4.39 4.33
H 7.53 -3.52 4.39
H 6.45 -3.54 5.80
H 5.13 -2.04 4.65
```

Properties
Multiplicity   1
Charge   -1
Frontier orbital gap   6.88 eV
HOMO energy   -4.566 eV